{"formula": "C25H61F3N2O13P2", "method": "ωB97M-V/def2-TZVPD", "de_lowest_kcal_mol": 67.3, "total_energy_ha": -3059.0998, "mol_weight_da": 716.7, "orbital_gap_ev": 5.332, "lumo_ha": -0.0211, "elements": ["P", "P", "F", "F", "F", "O", "O", "O", "O", "O", "O", "O", "O", "O", "O", "O", "O", "O", "N", "N", "C", "C", "C", "C", "C", "C", "C", "C", "C", "C", "C", "C", "C", "C", "C", "C", "C", "C", "C", "C", "C", "C", "C", "C", "C", "H", "H", "H", "H", "H", "H", "H", "H", "H", "H", "H", "H", "H", "H", "H", "H", "H", "H", "H", "H", "H", "H", "H", "H", "H", "H", "H", "H", "H", "H", "H", "H", "H", "H", "H", "H", "H", "H", "H", "H", "H", "H", "H", "H", "H", "H", "H", "H", "H", "H", "H", "H", "H", "H", "H", "H", "H", "H", "H", "H", "H"], "positions_angstrom": [[-4.30488, -2.17966, 1.39985], [4.41568, -1.39200, 1.14379], [2.47496, 7.17748, -0.65710], [4.42934, 6.43816, -0.87709], [3.10487, 5.62348, 0.72735], [1.27965, 4.38477, -1.31544], [-5.12335, -3.54904, 1.04262], [3.53053, -1.24859, -0.06446], [-0.21614, 3.05121, 5.07826], [5.30220, -0.15943, 1.64058], [-2.04166, 3.07789, 6.43578], [-5.53586, -1.14247, 1.57015], [3.58814, -1.63941, 2.53583], [-0.07746, 4.10692, 6.99654], [-3.84151, -2.41719, 2.96972], [5.51821, -2.59839, 1.05883], [3.48982, 3.90663, -1.86556], [-3.20821, -1.76014, 0.46151], [0.03991, 0.53083, -2.22758], [-0.93953, 0.19627, -6.02415], [-4.79905, -5.80036, 1.63100], [-5.32082, -1.47474, 4.63339], [3.18429, 6.03286, -0.55591], [2.56798, 4.95216, -1.55326], [1.48298, -0.31306, -6.14045], [4.66664, 1.12445, 3.56938], [5.37912, 2.95339, -3.07963], [2.11150, -2.68184, 4.07109], [-7.93845, -0.92861, 1.27249], [-4.44665, -4.72601, 0.63676], [6.15194, -2.86591, -0.14457], [-4.82094, -2.74166, 3.94996], [-6.57647, -1.12453, 0.56827], [-1.93239, 1.14268, -6.63068], [6.71874, -4.25994, -0.00613], [4.64810, 1.07432, 2.01764], [-0.55813, 4.43481, 8.26806], [2.88162, -2.83613, 2.75405], [0.24706, 0.28538, -6.82313], [-0.88946, 3.32107, 6.14544], [-1.47998, -1.18329, -6.02252], [-1.63718, 2.63512, -6.24110], [-0.91270, 2.51127, 3.92396], [-2.68763, -1.44611, -5.11838], [4.16859, 3.93831, -3.14503], [-5.42798, -0.55734, 4.05460], [1.40135, -1.36804, -5.87883], [-4.27000, -6.73562, 1.44796], [-6.63158, -2.04002, -0.02074], [-0.36477, 2.63730, 2.99017], [-5.65040, -3.30835, 3.52690], [-4.52751, -5.56137, 2.65922], [-1.60514, 4.73601, 8.30201], [2.57933, -2.04650, 4.82316], [3.61813, 1.13812, 1.66662], [-1.10685, 1.44622, 4.05074], [-0.04670, 5.25856, 8.76602], [-4.36370, -3.41211, 4.67765], [-6.29912, -1.77311, 5.01023], [7.56467, -4.27558, 0.68110], [2.15929, -3.04760, 1.96563], [4.73384, 4.85873, -3.29141], [3.70709, -3.54261, 2.84125], [-6.50253, -0.30244, -0.14363], [4.16849, 0.23515, 3.95552], [-0.77130, 0.14566, -1.76535], [-0.47447, 3.61862, 8.98564], [-2.03355, 1.12503, -7.71584], [4.30681, 2.02636, 4.06451], [-2.95489, 0.91568, -6.32895], [1.16692, -2.15923, 3.92027], [-8.07280, -1.83462, 1.86343], [7.16966, -4.52520, -0.96237], [-2.96869, -2.49894, -5.09300], [-8.83100, -0.82977, 0.65469], [-4.76857, -5.04090, -0.35588], [-3.60345, -0.93584, -5.41673], [-4.64913, -1.33073, 5.47967], [5.91508, 2.75085, -4.00690], [1.78554, 0.14098, -5.19684], [-5.86211, -6.04107, 1.63806], [-0.01743, 0.38735, -3.22569], [-2.50277, -1.13686, -4.08963], [-0.93527, 2.57590, -5.40928], [-0.02489, 1.53295, -2.11966], [0.04750, -0.24353, -7.75507], [-1.75808, -1.47988, -7.03385], [6.96806, -2.17358, -0.35130], [0.50581, 1.30756, -7.09932], [5.16266, 1.95483, -2.69999], [2.49186, 5.57931, -2.44150], [-1.92057, 2.90739, 3.79990], [-7.99981, -0.05648, 1.92344], [-1.02579, 3.22052, -6.92783], [2.31815, -0.34394, -6.84018], [5.45775, -2.81225, -0.98321], [6.04824, 3.46218, -2.38573], [3.45400, 3.79973, -3.95637], [0.89869, 0.17575, -1.83197], [5.20113, 1.97244, 1.74261], [-3.36700, -4.61617, 0.73872], [-0.59849, -1.76708, -5.75740], [5.66808, 0.89340, 3.93246], [1.93186, -3.65022, 4.53807], [5.95597, -4.95955, 0.33566], [-2.54306, 3.17302, -5.96156]]}

{"formula": "C26H50B12Br6N3P2SZn", "method": "ωB97M-V/def2-TZVPD", "total_energy_ha": -19787.6442, "charge": 1, "mol_weight_da": 1173.3, "orbital_gap_ev": 7.532, "lumo_ha": -0.1324, "elements": ["Br", "Br", "Br", "Br", "Br", "Br", "Zn", "S", "P", "P", "N", "N", "N", "C", "C", "C", "C", "C", "C", "C", "C", "C", "C", "C", "C", "C", "C", "C", "C", "C", "C", "C", "C", "C", "C", "C", "C", "C", "C", "B", "B", "B", "B", "B", "B", "B", "B", "B", "B", "B", "B", "H", "H", "H", "H", "H", "H", "H", "H", "H", "H", "H", "H", "H", "H", "H", "H", "H", "H", "H", "H", "H", "H", "H", "H", "H", "H", "H", "H", "H", "H", "H", "H", "H", "H", "H", "H", "H", "H", "H", "H", "H", "H", "H", "H", "H", "H", "H", "H", "H", "H"], "positions_angstrom": [[4.12528, 0.95115, 0.82968], [3.75999, 3.60413, -1.96936], [3.63212, -2.49531, -0.68951], [1.56781, 0.45354, -1.95735], [2.84409, -2.03184, -4.45159], [2.84192, 1.70583, -5.15473], [0.52241, -0.61156, 0.04324], [2.23698, -1.98415, 4.10143], [-1.17483, -2.10036, -0.59465], [-1.08919, 2.26172, 1.73805], [1.21907, -1.04980, 1.70394], [-2.59808, -0.84790, 1.54415], [-3.18753, 1.28034, 2.14510], [-1.67266, -4.89048, -0.41329], [-3.06089, -0.35760, -1.54685], [1.65481, -1.44791, 2.72956], [-5.93309, -1.59470, 3.11015], [-0.16630, 3.80039, 3.85327], [0.91155, 3.36115, 0.08165], [-5.43204, 0.76788, 3.18507], [-0.67351, 1.36166, 4.27612], [-2.22480, -2.11678, 0.92349], [0.48721, -4.02280, 0.46729], [1.40996, 2.05048, 3.06208], [-2.82741, 2.67820, 2.23980], [-0.60069, 3.33489, 0.30333], [-4.73538, -1.88609, 2.47274], [-3.34582, -2.70491, -2.32254], [-1.31846, 2.75935, -0.92257], [-0.06942, 2.37233, 3.29306], [-1.08791, 4.77284, 0.55049], [-6.28091, -0.29119, 3.46026], [-4.23546, 0.47350, 2.55450], [-0.55600, -3.86430, -0.64951], [6.45713, 0.16809, -2.94743], [-1.49295, -1.29080, -3.24010], [-3.87254, -0.83238, 2.18988], [-2.31524, -1.62344, -1.98797], [0.12306, -4.11257, -1.99882], [5.49114, -0.09968, -4.33408], [6.12211, -0.46437, -1.39550], [-2.15834, 0.51386, 1.58011], [4.46362, -1.07790, -1.73032], [6.14618, 1.36657, -1.76979], [5.72385, -1.37331, -2.98314], [4.49820, 1.83968, -2.31946], [4.09115, 0.94706, -3.87837], [5.75324, 1.59065, -3.58555], [4.71600, 0.59085, -0.99194], [4.08020, -0.85804, -3.51345], [3.52505, 0.32850, -2.28937], [-0.58938, -4.12303, -2.82350], [-2.18434, -1.08119, -4.05884], [1.56844, 1.06499, 2.63463], [-7.22327, -0.10588, 3.95649], [-2.17566, -4.75399, 0.54427], [1.41403, 3.94978, 0.84670], [5.88391, -0.32706, -5.42169], [-0.53743, 5.26143, 1.35176], [-3.64732, 0.00449, -2.39359], [-2.15455, 4.85037, 0.75316], [0.40847, 4.50501, 3.25349], [1.90236, 2.07046, 4.03583], [-3.74801, -0.54044, -0.71927], [-1.20225, -5.87544, -0.38326], [-1.69062, 1.61968, 4.57583], [1.10849, 3.83728, -0.88059], [1.32238, -3.33163, 0.35532], [-1.07482, 1.70694, -1.09016], [1.37475, 2.37365, 0.04742], [-5.69228, 1.78384, 3.45152], [0.60344, -5.09230, -1.96750], [0.06943, -3.89717, 1.46707], [0.90314, -3.37614, -2.21165], [-0.99247, 3.30640, -1.80875], [-3.15767, -2.60139, 0.63771], [0.88449, -5.03753, 0.40688], [-2.37417, 0.44483, -1.26212], [6.25843, -2.39619, -3.22266], [-2.88895, -3.56480, -2.80928], [-0.83703, -2.10024, -3.55580], [-2.41716, -4.91157, -1.20349], [6.30879, 2.42671, -4.20302], [-3.90355, -3.04733, -1.44931], [6.91004, -0.91952, -0.64599], [-1.73493, -2.77204, 1.64565], [-2.91622, 3.10947, 3.23675], [-0.05375, 1.35859, 5.17416], [-0.66442, 0.34545, 3.87574], [-4.06705, -2.27979, -3.02319], [1.90006, 2.78650, 2.43248], [-0.89425, 5.33411, -0.36620], [-2.40404, 2.85650, -0.84467], [-4.48916, -2.91233, 2.24144], [-1.18385, 4.17452, 3.96019], [-0.87861, -0.40260, -3.09626], [-6.60924, -2.40422, 3.34831], [0.28049, 3.78625, 4.84932], [-3.36278, 3.30279, 1.52552], [5.40766, 0.22954, -2.71758], [6.94574, 2.05979, -1.25048]]}